1.
Formula: C18H54N2O10
Source: OMol25
Level of theory: wB97M-V/def2-TZVPD

Each atom is followed by the atoms it is bonded to, with distances in Å.
CARTESIAN COORDINATES (ANGSTROEM)
1 C 6.40451 17.69698 14.82328  O2 1.394, H10 1.042, H11 1.120, H12 1.076
2 O 5.44724 16.68364 14.82156  C1 1.394, C3 1.487
3 C 6.01019 15.33411 15.09373  O2 1.487, C4 1.471, H13 1.077, H14 1.110
4 C 6.58625 14.69633 13.90045  C3 1.471, N5 1.476, H15 1.056, H16 1.115
5 N 5.59635 14.03058 13.03067  C4 1.476, C6 1.474, H17 1.041
6 C 6.06892 13.32416 11.82602  N5 1.474, C7 1.548, H18 1.092, H19 1.089
7 C 6.99664 14.14514 10.89694  C6 1.548, O8 1.437, H20 1.117, H21 1.034
8 O 6.21237 15.23224 10.37855  C7 1.437, C9 1.411
9 C 6.93260 16.01137 9.44804  O8 1.411, H22 1.075, H23 1.128, H24 1.117
10 H 5.89651 18.56334 14.54492  C1 1.042
11 H 7.27750 17.51568 14.14574  C1 1.120
12 H 6.79656 17.80067 15.81973  C1 1.076
13 H 5.16958 14.79207 15.49266  C3 1.077
14 H 6.75861 15.40171 15.91116  C3 1.110
15 H 7.30896 13.95047 14.08937  C4 1.056
16 H 7.15559 15.46820 13.33143  C4 1.115
17 H 4.94057 14.76188 12.68735  N5 1.041
18 H 5.13632 13.07717 11.31357  C6 1.092
19 H 6.57627 12.41119 12.13325  C6 1.089
20 H 7.34100 13.43478 10.10720  C7 1.117
21 H 7.90010 14.52845 11.22196  C7 1.034
22 H 6.38315 16.92403 9.30602  C9 1.075
23 H 7.06167 15.52722 8.43721  C9 1.128
24 H 7.91272 16.37200 9.84481  C9 1.117
25 C 8.94701 12.82627 5.79859  O26 1.406, H34 1.096, H35 1.071, H36 1.095
26 O 8.85144 12.00868 6.93892  C25 1.406, C27 1.444
27 C 9.47777 10.71266 6.81830  O26 1.444, C28 1.540, H37 1.125, H38 1.107
28 C 9.18983 10.01387 8.16009  C27 1.540, N29 1.421, H39 1.079, H40 1.171
29 N 9.84786 10.64043 9.25296  C28 1.421, C30 1.441, H41 1.001
30 C 9.39583 10.20129 10.54908  N29 1.441, C31 1.528, H42 1.049, H43 1.105
31 C 10.23751 10.56016 11.77276  C30 1.528, O32 1.392, H44 1.141, H45 1.071
32 O 10.15740 11.89976 12.14276  C31 1.392, C33 1.447
33 C 10.99781 12.23057 13.27343  O32 1.447, H46 1.084, H47 1.068, H48 1.084
34 H 9.96416 12.77075 5.39491  C25 1.096
35 H 8.61328 13.79348 6.11667  C25 1.071
36 H 8.24377 12.43076 5.05893  C25 1.095
37 H 10.56489 10.87957 6.58391  C27 1.125
38 H 9.00109 10.07080 6.05280  C27 1.107
39 H 9.54159 9.00023 8.04692  C28 1.079
40 H 8.02380 9.91359 8.18740  C28 1.171
41 H 9.54634 11.59360 9.19383  N29 1.001
42 H 9.24536 9.16324 10.53980  C30 1.049
43 H 8.41109 10.66205 10.74470  C30 1.105
44 H 11.30276 10.35936 11.41799  C31 1.141
45 H 10.08791 9.98954 12.66693  C31 1.071
46 H 10.68228 13.22515 13.56718  C33 1.084
47 H 12.06127 12.23006 13.17838  C33 1.068
48 H 10.70869 11.63832 14.13437  C33 1.084
49 C 10.12058 7.28826 15.80598  O50 1.435, H51 1.056, H52 1.082, H53 1.079
50 O 8.85247 7.28072 15.13427  C49 1.435, H54 0.989
51 H 10.60362 6.35539 15.69801  C49 1.056
52 H 10.73864 8.00578 15.28316  C49 1.082
53 H 9.97585 7.65014 16.81267  C49 1.079
54 H 8.16913 6.97869 15.78261  O50 0.989
55 C 5.91647 12.31522 18.43412  O56 1.392, H57 1.123, H58 1.097, H59 1.069
56 O 6.24323 11.62828 17.26866  C55 1.392, H60 1.009
57 H 5.31570 13.23558 18.20589  C55 1.123
58 H 5.32054 11.80666 19.20168  C55 1.097
59 H 6.84073 12.63092 18.86892  C55 1.069
60 H 5.71881 12.04835 16.51598  O56 1.009
61 C 7.64447 10.75891 14.51078  O62 1.410, H63 1.087, H64 1.127, H65 1.117
62 O 7.38622 9.46002 14.02712  C61 1.410, H66 1.001
63 H 6.79505 11.43260 14.42975  C61 1.087
64 H 7.91452 10.80208 15.60409  C61 1.127
65 H 8.55296 11.13046 13.97823  C61 1.117
66 H 8.06841 8.80797 14.36199  O62 1.001
67 C 5.78304 8.01475 11.94839  O68 1.387, H69 1.129, H70 1.059, H71 1.105
68 O 5.68265 9.39033 12.09750  C67 1.387, H72 0.945
69 H 4.82158 7.56451 11.56327  C67 1.129
70 H 6.62902 7.84170 11.33514  C67 1.059
71 H 5.97304 7.57520 12.94413  C67 1.105
72 H 6.45217 9.57624 12.61263  O68 0.945
73 C 6.73162 8.54127 17.26811  O74 1.526, H75 1.073, H76 1.107, H77 1.059
74 O 6.62191 7.32149 16.35734  C73 1.526, H78 0.946
75 H 7.65394 9.09021 17.25646  C73 1.073
76 H 5.99682 9.23601 16.81849  C73 1.107
77 H 6.37978 8.21606 18.21209  C73 1.059
78 H 6.23817 7.70448 15.58189  O74 0.946
79 C 4.12592 11.59565 14.55428  O80 1.396, H81 1.064, H82 1.105, H83 1.113
80 O 4.70424 12.59289 15.34092  C79 1.396, H84 0.965
81 H 4.68493 11.38273 13.67440  C79 1.064
82 H 3.94768 10.73469 15.22331  C79 1.105
83 H 3.16704 11.98450 14.14320  C79 1.113
84 H 4.99800 13.31996 14.77774  O80 0.965

Computed properties:
HOMO level, eV: -8.9610
Energy relative to the best compared isomer or geometry (same formula, charge and spin), kcal per mole: 120.7
Multiplicity: 1
Gap between HOMO and LUMO, eV: 9.59
LUMO, eV: 0.634
E_tot, Eh: -1579.86881



2.
Formula: C4H5NO3
Source: OMol25
Level of theory: wB97M-V/def2-TZVPD

Each atom is followed by the atoms it is bonded to, with distances in Å.
CARTESIAN COORDINATES (ANGSTROEM)
1 N -0.71298 -2.49731 0.17171  C2 1.336, H9 1.001, H10 1.011
2 C -1.01525 -1.34245 -0.42750  N1 1.336, C3 1.337, H11 1.082
3 C -0.53010 -0.09918 -0.33933  C2 1.337, O4 1.358, C7 1.517
4 O -0.91585 1.08853 -0.87364  C3 1.358, C5 1.472
5 C 0.01120 2.09504 -0.33134  O4 1.472, O6 1.419, H12 1.093, H13 1.090
6 O 1.06590 1.44237 0.35752  C5 1.419, C7 1.349
7 C 0.74062 0.13647 0.45568  C3 1.517, O6 1.349, O8 1.209
8 O 1.42879 -0.68901 1.00851  C7 1.209
9 H -1.10071 -3.37619 -0.10995  N1 1.001
10 H 0.05999 -2.51467 0.82253  N1 1.011
11 H -1.78885 -1.51091 -1.16553  C2 1.082
12 H -0.49768 2.78586 0.34534  C5 1.093
13 H 0.44855 2.62261 -1.17849  C5 1.090

Computed properties:
HOMO level, eV: -7.8717
Energy relative to the best compared isomer or geometry (same formula, charge and spin), kcal per mole: 31.2
Multiplicity: 1
Gap between HOMO and LUMO, eV: 8.76
LUMO, eV: 0.884
E_tot, Eh: -435.87077